17
Properties=species:S:1:pos:R:3 method="wB97M-V/def2-TZVPD" s_squared=0.751 largest_force_ev_per_a=4.20 e_tot_ha=-574.229374 gap_ev="2.71 / 8.59" multiplicity=2 total_charge=0
H -0.6161 1.0965 0.2213
H 2.7830 -2.0181 -0.5386
H -2.6426 3.1519 1.1711
H -1.6695 2.0529 2.1109
H 0.6072 -2.9843 0.3623
H 1.9280 -1.4693 -1.8736
H 1.0938 -3.7297 -1.2129
H -1.2911 2.1188 -0.9051
H -2.3325 1.3371 -0.2407
N -1.4954 1.7141 0.0184
C 1.7552 -1.6491 -0.8802
C -1.7286 2.6293 1.1834
H -0.7056 3.1721 1.2945
H 2.5131 -0.0490 0.7837
H -0.1943 -2.3757 -0.9197
C 0.7425 -2.7800 -0.7382
S 1.2529 -0.2174 0.1634

17
Properties=species:S:1:pos:R:3 method="wB97M-V/def2-TZVPD" largest_force_ev_per_a=1.76 e_tot_ha=-574.178543 gap_ev=9.42 total_charge=+1
C -1.8270 -0.9799 1.8404
H 0.8529 -1.1090 -1.6558
H -2.5661 -0.9212 1.0484
H -1.6311 1.3903 0.1571
H 0.5012 0.1700 -2.9417
C 1.2301 -0.3689 -2.3545
H -0.0615 -0.1027 2.6703
N 1.9529 0.6749 -1.5442
H -1.4883 0.9226 2.7830
S -0.4242 1.1195 0.6555
H 1.9404 -0.8208 -3.0291
C -0.9626 0.2280 2.1590
H -1.2663 -1.8857 1.6808
H 2.7536 0.3155 -1.0351
H -2.4420 -1.1950 2.7179
H 2.1872 1.4172 -2.2038
H 1.2508 1.1452 -0.9484

17
Properties=species:S:1:pos:R:3 method="wB97M-V/def2-TZVPD" largest_force_ev_per_a=4.15 e_tot_ha=-465.392656 gap_ev=10.92 total_charge=+1
H -0.8660 -1.7078 0.9211
H -2.4187 0.2959 -0.4069
C 0.4695 1.5848 0.2455
H 1.9191 -1.9097 0.3729
H -2.9487 -1.3058 -0.3031
Si 2.3159 -0.6017 -0.1347
H 0.6923 1.7773 1.2152
H -1.3809 -0.1400 1.4008
H 0.0232 0.1833 -1.3316
H 1.1652 2.2081 -0.2650
H 3.0927 -0.3755 -1.2900
N -2.1610 -0.6881 -0.4631
H -0.4465 2.0799 0.0782
H -1.7132 -0.9306 -1.3057
H 2.8031 0.1248 0.9772
C 0.4806 0.1570 -0.2484
C -1.0268 -0.7520 0.5375

18
Properties=species:S:1:pos:R:3 method="wB97M-V/def2-TZVPD" largest_force_ev_per_a=13.93 e_tot_ha=-346.922979 gap_ev=8.95 total_charge=0
H 0.3472 0.8952 -0.0276
C -1.1665 1.7667 -0.8088
H -1.0857 0.9534 -1.5300
C 1.1088 -0.8665 -1.2468
H 0.5613 -0.3943 0.4853
H 1.2490 -1.8787 -0.8674
H 2.0854 -0.4012 -1.3805
C -0.4362 -0.9238 1.5096
O 0.2438 -0.1377 -0.3835
H 1.4094 -0.5101 2.0956
H -0.8790 0.0722 1.5075
H -1.0222 2.7094 -1.3365
H 0.6576 -0.9620 -2.2344
H -0.6864 -1.5551 2.3623
H -2.1649 1.7762 -0.3716
H -0.9850 -1.3691 0.6798
O -0.1941 1.6409 0.2418
O 0.9577 -0.8155 1.3054

18
Properties=species:S:1:pos:R:3 method="wB97M-V/def2-TZVPD" s_squared=0.755 largest_force_ev_per_a=2.90 e_tot_ha=-346.744311 gap_ev="11.74 / 2.39" multiplicity=2 total_charge=+1
O 1.0858 3.8941 -0.6703
H -0.6697 0.1997 -0.9623
H -2.2680 -0.5235 -2.4033
H -0.1569 3.9317 -2.1648
H 0.0648 -1.3734 2.1623
O 0.5681 -2.1609 1.9430
H 1.4846 -3.7004 3.0345
H -0.8927 -1.3369 -0.0690
H 0.9295 -2.4597 3.9767
H -0.4094 -1.3861 -1.7164
C -1.0345 -0.8258 -1.0212
H 1.4664 4.7260 -0.9611
C 0.5588 3.1856 -1.8196
C 0.6867 -2.9578 3.0380
H 1.2058 2.8554 -2.6322
H -0.2017 -3.5333 3.2981
O -2.3505 -0.8811 -1.5162
H -0.0672 2.3464 -1.5163

20
Properties=species:S:1:pos:R:3 method="wB97M-V/def2-TZVPD" largest_force_ev_per_a=4.05 smiles=OCCCSS.O.O e_tot_ha=-1143.546078 gap_ev=9.35 total_charge=0
C 1.7169 0.1305 -0.4246
H 1.3060 -1.1333 4.1761
H 0.1110 -0.8912 0.6468
H -3.0396 -1.4592 0.2305
H -0.1158 0.8041 0.5232
H -1.3289 1.0636 -0.8805
H -0.7601 -1.0670 -1.4974
O -2.0155 1.5084 -0.4020
C 0.9926 -0.2152 -1.7659
H 1.3251 -1.1807 -2.2558
O -0.3966 -0.2309 -1.7623
H 1.1678 0.7574 -2.3446
S 0.4708 -0.1220 3.8714
H -2.2518 -0.1376 -0.1811
S 1.4385 0.4922 2.2621
C 0.6160 0.0583 0.6585
H 2.0828 1.1216 -0.5661
H 2.5603 -0.4958 -0.3757
O -2.2086 -1.2166 -0.1051
H -1.6706 2.2135 0.1927

19
Properties=species:S:1:pos:R:3 method="wB97M-V/def2-TZVPD" s_squared=0.751 largest_force_ev_per_a=4.37 e_tot_ha=-422.343942 gap_ev="2.82 / 10.02" multiplicity=2 total_charge=-1
H -4.3185 -0.1038 0.5882
H -1.7085 1.0416 2.5638
H -2.2093 -1.6881 -2.6745
H 1.8250 1.4090 -1.1192
C 2.9850 -0.1027 -0.0341
H 3.9316 0.1217 -0.5419
H 1.9418 -1.6113 0.9792
H 3.7982 -2.1313 0.5477
H -3.1174 0.9058 0.5270
H 0.1991 0.3068 -0.6802
O 0.5794 0.4194 0.2225
O -1.7549 0.9183 1.5780
H -1.0796 0.1351 1.1600
C 1.8911 0.8871 -0.0814
O -1.8756 -0.7582 -2.4382
H 1.9888 1.8146 0.5766
H -2.2908 -0.4450 -1.6666
C 2.8952 -1.3807 0.5333
O -3.6807 0.2616 -0.0403

19
Properties=species:S:1:pos:R:3 method="wB97M-V/def2-TZVPD" largest_force_ev_per_a=4.56 smiles="C/C=C/O.O.O.O" e_tot_ha=-422.381467 gap_ev=8.68 total_charge=0
H -0.0484 0.6014 4.0020
H 0.4594 1.5260 1.6878
H -0.1158 -1.4372 1.4803
H 0.7600 -2.6596 -3.1447
H 0.9483 -0.8802 3.4475
H 1.6946 0.7885 3.5968
O 0.5141 -0.4899 -0.3846
H -2.5048 0.1951 -2.4569
H -1.2649 0.7220 -1.9344
O -0.0071 -2.3207 -2.6372
O -1.5927 -0.0901 -2.2365
C 0.1559 -0.4628 0.9978
H 0.3280 2.7030 -1.9451
C 0.7690 0.1920 3.3537
H 0.2332 -1.4323 -0.7272
O -0.2382 2.2950 -1.3401
H 0.2490 2.2720 -0.5859
H -0.8118 -2.0137 -3.1346
C 0.4719 0.4915 1.9613

19
Properties=species:S:1:pos:R:3 method="wB97M-V/def2-TZVPD" largest_force_ev_per_a=1.36 smiles=OCCCO.O.O e_tot_ha=-422.419053 gap_ev=10.81 total_charge=0
O -0.7586 1.4224 3.2883
H -0.4985 0.3896 -0.7183
H 3.1595 -3.2327 -5.3771
H 2.0414 -2.4353 -6.0391
H 0.3958 2.8894 -1.5780
H -0.9671 -2.8605 1.3738
O -0.8461 -3.7892 1.6011
C -0.3649 1.4461 -0.4577
H -1.2528 0.0910 1.8894
O 0.5749 1.9581 -1.3930
O 2.3787 -2.7070 -5.1818
H 0.8967 0.8466 1.1707
H -1.1181 2.2754 3.5431
H -2.0328 1.5884 1.5054
H -1.6433 -4.1224 2.0130
H 0.4721 2.4989 1.1797
C 0.0444 1.4990 1.0066
C -1.1104 1.1649 1.9344
H -1.3281 1.9526 -0.6044

19
Properties=species:S:1:pos:R:3 method="wB97M-V/def2-TZVPD" largest_force_ev_per_a=4.82 smiles="C/C=C/O.O.O.O" e_tot_ha=-422.343608 gap_ev=8.83 total_charge=0
O 1.1290 1.1370 -2.3844
H -1.4509 0.0944 -4.0829
H 0.8170 1.7832 2.3540
H 2.3369 1.0364 3.6280
H 1.9870 -0.7881 3.3472
O -1.3497 0.3238 -3.1221
H -2.7747 -3.2633 0.8252
H 1.9729 1.6762 -2.3463
H 3.3033 0.1665 2.3421
C 0.5536 0.2282 0.9721
H 0.4868 1.2379 -1.6658
H 1.0659 -0.3258 0.3128
O -2.3981 -2.5056 0.2578
C 1.1859 0.7557 2.0106
H -3.0954 -2.5286 -0.4642
H -1.0843 -0.6492 0.4262
H -0.2798 0.2936 -2.8395
O -0.7912 0.2902 0.6253
C 2.2596 0.2336 2.8756

20
Properties=species:S:1:pos:R:3 method="wB97M-V/def2-TZVPD" largest_force_ev_per_a=1.71 smiles="O=CCCS.O.O.O" e_tot_ha=-820.616399 gap_ev=9.66 total_charge=0
H -1.2644 0.3337 2.2780
O -2.2478 -1.6146 3.4846
H 0.8302 0.5847 0.0022
C 2.5331 0.2675 -1.2652
H -2.6346 -0.3704 -1.4869
H 2.7935 2.2766 -2.1699
O -1.5726 1.0364 1.7004
S 0.5210 -1.5916 -0.9134
H 2.7774 -0.2449 -2.1990
H -2.6645 -1.4259 4.3285
O -3.2487 -0.6744 -2.1605
H -2.7335 -1.1422 2.8007
C 1.0453 0.1517 -0.9760
H 0.4052 0.6434 -1.7058
O 3.3100 2.3035 -0.2635
H -3.5077 -1.5764 -1.9660
H -1.7634 1.7889 2.2667
C 3.0040 1.6948 -1.2563
H 1.2916 -2.1901 0.0059
H 3.1258 -0.2505 -0.5043

24
Properties=species:S:1:pos:R:3 method="wB97M-V/def2-TZVPD" largest_force_ev_per_a=1.08 e_tot_ha=-3114.844140 gap_ev=4.19 total_charge=+2
N -0.0548 -1.8259 -2.0692
N 1.6111 -2.4894 -0.6290
H -0.9805 -1.4323 -2.1956
C 0.9336 2.9778 -0.6913
N -0.4269 -1.6487 0.3099
In -3.9847 1.1202 4.3937
H 0.0709 -1.5478 1.1927
P -0.7108 1.0283 2.2051
H 1.9836 2.7145 -0.5821
H 0.6486 3.7349 0.0419
H 2.1124 -0.0029 -0.4899
C 1.1146 -0.1033 -0.9097
O -1.6954 -0.1742 2.6378
H -2.6360 -0.0882 2.4244
H 1.1427 0.2387 -1.9505
C 0.5208 -1.5576 -0.7875
H -0.8015 -2.5951 0.3394
H 2.4477 -2.2642 -1.1564
H -0.0688 -2.8159 -2.2819
Ga -0.1811 1.3548 -0.2344
H 0.7393 3.2870 -1.7140
I -2.0398 3.0214 2.5601
H -1.6309 1.6805 -0.7515
H 1.8860 -2.6124 0.3383

18
Properties=species:S:1:pos:R:3 method="wB97M-V/def2-TZVPD" s_squared=0.751 largest_force_ev_per_a=6.26 e_tot_ha=-231.405729 gap_ev="4.02 / 10.33" multiplicity=2 total_charge=0
H -3.3898 0.0133 0.5753
H -0.4308 -1.2365 -1.2282
H 2.3020 1.0753 0.6911
C 1.8667 -0.6905 -0.5525
H 3.5944 0.0218 0.5681
H -1.3458 1.1855 1.4638
H -1.0250 1.9169 0.1429
H 0.1874 -2.0405 -0.0295
H 2.3477 -1.5869 -0.9295
C 2.4481 0.0185 0.5655
H -3.5821 1.5188 -0.2051
H 1.8540 -0.0961 -1.5117
H -0.1709 -0.4938 0.2779
N 0.2493 -1.1858 -0.3829
C -2.8078 0.6613 -0.1464
N -1.4544 1.0211 0.3695
H -2.9268 0.3758 -1.2345
H 2.2838 -0.4782 1.5662